51
Properties=species:S:1:pos:R:3:forces:R:3:lowdin_charge:R:1 method="wB97M-V/def2-TZVPD" multiplicity=1 de_lowest_kcal_mol=140.1 fmax_ev_per_a=3.5
O 0.224556 -1.741172 -2.080030 0.6 -1.1 0.7 -0.145
H -0.202315 -2.563316 -1.770704 0.2 -0.4 0.3 0.064
Cd 1.100875 0.686792 0.617351 -1.6 -0.3 -0.4 1.413
N 1.417935 2.888914 -0.609086 -0.6 1.6 -1.5 -0.150
N -1.100701 2.594768 -0.345443 -0.6 1.4 -1.0 -0.015
O 2.531940 2.744185 -1.271904 0.3 0.1 0.9 -0.225
O -2.528360 2.580664 -0.484404 0.0 -0.9 0.6 -0.119
C 0.697447 3.992186 -0.911893 1.8 -2.0 1.4 -0.310
C -0.698438 3.799577 -0.749289 -1.7 -2.7 1.4 -0.307
C 1.292230 5.222996 -1.454523 0.3 0.7 -0.7 -0.047
C -1.747395 4.777769 -1.074565 -0.2 1.5 -0.6 -0.031
H 2.356700 5.099034 -1.649630 -0.1 -0.2 0.0 0.074
H 1.176839 6.060422 -0.758676 -0.1 -0.1 0.0 0.088
H 0.816322 5.533341 -2.389821 0.1 0.0 0.0 0.084
H -2.344724 5.014657 -0.177559 0.2 -0.2 -0.4 0.103
H -2.443116 4.408201 -1.844692 0.3 0.1 0.4 0.100
H -1.302276 5.710852 -1.434106 -0.1 -0.1 0.1 0.076
H 2.176099 1.258485 -1.586134 0.0 -0.2 -0.2 -0.003
H -2.789434 1.641901 -0.416176 0.5 0.6 0.0 0.065
O 0.022910 1.876365 2.304025 0.4 0.7 -0.4 -0.157
H 0.841570 2.344462 2.567344 -0.7 0.1 0.1 0.046
H -0.446466 2.462044 1.651610 0.3 -0.4 0.4 0.022
C -0.941645 -0.917802 -3.242735 -0.6 0.3 -0.6 0.056
H -0.704357 -1.266479 -4.248975 -0.1 0.2 0.4 0.018
H -0.556044 0.036607 -2.914113 -0.7 0.2 -0.4 -0.007
H -1.845905 -1.310649 -2.761549 0.5 0.4 -0.3 0.021
O 1.663107 0.381281 -1.504127 0.2 0.1 -1.4 -0.220
H 1.213733 -1.866482 -2.075270 -0.1 -0.1 0.0 0.084
H 1.047213 0.331717 -2.273781 0.6 0.1 1.0 0.030
C -3.328953 -1.785509 1.464822 -0.1 0.6 -0.1 -0.080
C -2.429824 -0.818719 0.982480 0.7 -0.7 0.1 -0.146
N -1.102149 -1.012151 0.869993 -0.8 0.8 0.5 0.043
C -0.608790 -2.211889 1.266938 0.5 -1.2 -0.3 -0.198
C -1.448799 -3.279382 1.744040 -0.8 0.8 0.1 -0.171
C -2.832117 -3.020432 1.867278 0.6 -0.4 -0.1 -0.036
C -0.877818 -4.541309 2.095157 0.9 -0.3 -0.1 -0.032
C 0.471938 -4.752810 2.008518 -1.2 -0.3 0.1 -0.033
C 1.357417 -3.716149 1.609751 0.9 0.7 0.0 -0.179
C 2.753612 -3.864239 1.588896 -0.5 -0.3 0.3 -0.045
C 3.578383 -2.789920 1.269701 0.3 1.3 -0.6 -0.087
C 2.990220 -1.558808 0.952370 -0.2 -1.1 0.1 -0.181
N 1.643646 -1.406833 0.964546 1.2 1.0 0.2 -0.086
C 0.820255 -2.446236 1.256946 -0.8 0.1 -0.4 -0.196
H -4.396294 -1.536512 1.542273 0.6 -0.2 -0.1 0.101
H -2.803689 0.156108 0.678902 0.1 -0.2 0.1 0.073
H -3.498827 -3.802152 2.259813 0.3 0.4 -0.2 0.116
H -1.552289 -5.334267 2.417288 0.2 0.1 0.0 0.112
H 0.899832 -5.712899 2.261393 0.0 -0.1 0.1 0.109
H 3.184823 -4.831348 1.834820 -0.1 0.1 0.0 0.110
H 4.670226 -2.845642 1.278983 -0.4 -0.2 -0.1 0.099
H 3.580895 -0.670222 0.673942 -0.2 -0.6 0.2 0.094


13
Properties=species:S:1:pos:R:3:forces:R:3:lowdin_charge:R:1 method="wB97M-V/def2-TZVPD" multiplicity=1 de_lowest_kcal_mol=64.3 fmax_ev_per_a=5.0
C -0.223256 0.668065 0.487608 2.9 -1.8 -2.9 -0.475
C -0.080528 -1.067922 -0.885123 -3.0 3.1 -2.6 -0.270
C 1.321901 -0.869214 -0.281764 -2.9 0.0 0.8 -0.309
H -2.601358 2.140192 0.509779 2.0 0.1 0.0 0.085
H -2.324218 0.886722 1.551688 1.0 2.2 -0.5 0.103
H 0.116181 2.041139 2.166288 -2.4 -1.3 -4.2 0.260
H -1.332668 -1.390272 -2.338876 -1.3 0.5 0.3 0.040
N -1.974651 1.883361 1.302084 0.0 -1.8 1.8 -0.011
N -0.466895 1.783789 1.147124 -2.6 1.9 3.6 0.011
N -0.943961 0.026278 -0.402433 1.7 -0.6 2.2 0.132
N -0.464360 -1.670272 -1.957276 3.7 -0.8 2.1 0.174
O 2.210444 -1.621889 -0.362608 1.3 0.7 0.4 0.202
O 1.162359 0.343709 0.557646 -0.3 -2.1 -1.0 0.058


99
Properties=species:S:1:pos:R:3:forces:R:3:lowdin_charge:R:1 method="wB97M-V/def2-TZVPD" multiplicity=1 e_tot_ev=-127857.633 fmax_ev_per_a=1.2 total_charge=+1
Sn 0.054478 -0.319465 -0.741712 0.2 -0.1 -0.1 1.363
Cl -5.243560 2.455086 -6.996636 0.0 0.0 0.0 0.761
C -4.715654 1.788523 -5.513625 0.1 -0.1 0.2 -0.646
C -4.751548 0.409015 -5.322158 0.0 0.0 -0.1 -0.069
C -4.300836 -0.127492 -4.140289 0.0 0.0 0.2 0.015
C -3.821725 0.687782 -3.091208 -0.1 0.1 -0.2 -0.130
C -3.762082 2.078733 -3.337776 0.0 -0.1 0.1 0.004
C -4.209480 2.620810 -4.518522 -0.1 0.1 -0.1 -0.069
C -3.252428 0.140768 -1.887485 0.1 0.7 0.5 0.017
C -2.942942 0.973665 -0.791400 -0.5 -0.2 -0.6 -0.255
C -3.727396 2.088977 -0.351367 0.0 0.2 0.0 0.002
C -3.165921 2.511638 0.814219 0.1 0.1 0.0 0.011
C -2.021514 1.677701 1.054363 -0.4 -0.1 -0.9 -0.219
C -1.037341 1.926693 2.067022 1.0 -0.4 0.4 -0.008
C -1.313923 3.030926 3.001779 -0.1 0.2 0.2 -0.194
C -0.433265 4.109737 3.117851 -0.1 -0.1 -0.2 -0.025
C -0.709978 5.159042 3.973240 0.0 0.1 0.1 -0.071
C -1.860945 5.126089 4.748398 0.1 -0.2 -0.2 -0.658
Cl -2.208771 6.427829 5.818357 0.0 0.1 0.1 0.719
C -2.739981 4.052791 4.663798 -0.1 0.0 0.1 -0.081
C -2.474067 3.023036 3.783109 0.1 -0.1 0.0 -0.026
C 0.166721 1.241207 2.206006 -0.8 0.7 0.2 -0.206
N 0.570551 0.174015 1.437983 0.4 -0.7 -0.5 0.019
C 1.707650 -0.289068 1.972207 -0.7 0.7 0.1 -0.207
C 2.352042 -1.524382 1.611937 0.1 -0.8 -0.5 -0.031
C 3.700041 -1.737160 2.150766 0.2 0.0 0.1 -0.193
C 4.008415 -2.833023 2.961232 -0.1 0.1 0.0 -0.024
C 5.290428 -3.007848 3.444367 0.1 0.0 0.0 -0.078
C 6.286564 -2.106374 3.089116 -0.2 0.0 -0.1 -0.653
Cl 7.894688 -2.354294 3.641979 0.1 0.0 0.1 0.725
C 5.996964 -1.006170 2.290739 0.1 0.0 0.0 -0.067
C 4.704391 -0.812020 1.847298 -0.2 0.0 0.0 -0.019
C 1.740762 -2.538957 0.886745 0.5 0.2 0.5 -0.264
C 2.298828 -3.837049 0.634424 0.0 0.0 0.0 0.038
C 1.352639 -4.534063 -0.040810 0.0 0.0 -0.1 0.024
C 0.240232 -3.642785 -0.235572 0.7 0.4 0.3 -0.202
N 0.500742 -2.438673 0.305236 -0.8 0.0 -0.2 0.037
C -0.981894 -4.018046 -0.884414 -0.9 0.3 -0.3 0.000
C -1.983600 -3.141666 -1.269734 0.4 -0.8 0.2 -0.215
C -3.302925 -3.506544 -1.709031 -0.2 0.1 -0.1 0.025
C -3.940736 -2.348033 -2.021257 -0.2 -0.2 0.1 -0.003
C -3.005688 -1.289567 -1.753160 0.6 -0.7 0.1 -0.226
N -1.872182 -1.768394 -1.263645 -0.3 0.7 0.0 0.023
C -1.193722 -5.449500 -1.153564 0.0 -0.2 -0.1 -0.196
C -1.078369 -6.405238 -0.140153 -0.1 0.1 0.0 -0.019
C -1.306469 -7.741845 -0.402711 0.0 -0.1 0.1 -0.078
C -1.624451 -8.145845 -1.693472 0.0 0.2 0.0 -0.661
Cl -1.893144 -9.811853 -2.026155 0.0 -0.1 0.0 0.721
C -1.726019 -7.215116 -2.718777 0.0 -0.1 0.0 -0.079
C -1.524695 -5.876224 -2.443457 0.1 0.1 0.1 -0.020
C 2.087564 0.504769 3.106959 0.0 0.0 0.1 0.041
C 1.116888 1.437960 3.270521 0.2 -0.1 0.0 0.047
N -1.930268 0.739855 0.088656 0.4 -0.3 0.9 0.024
H -5.117535 -0.235058 -6.109276 0.0 0.0 0.0 0.119
H -4.314419 -1.199296 -4.031303 0.0 0.0 0.0 0.103
H -3.315070 2.731050 -2.603623 0.1 0.0 -0.1 0.110
H -4.146417 3.685680 -4.694006 0.0 0.0 0.0 0.118
H -4.633270 2.451741 -0.809530 0.0 0.0 0.0 0.125
H -3.496851 3.328987 1.431133 0.0 0.0 0.0 0.118
H 0.451314 4.160690 2.496058 0.0 0.0 0.0 0.118
H -0.038830 6.004670 4.030422 0.0 0.0 0.0 0.117
H -3.624530 4.031877 5.285148 0.0 0.0 0.0 0.114
H -3.146530 2.176340 3.727257 -0.1 0.0 0.0 0.130
H 3.224070 -3.521407 3.247939 0.0 0.0 0.0 0.126
H 5.527266 -3.842621 4.089169 0.0 0.0 0.0 0.114
H 6.783727 -0.317873 2.015550 0.0 0.0 0.0 0.120
H 4.466797 0.040884 1.222490 0.1 0.0 0.1 0.119
H 3.285804 -4.166709 0.908697 0.0 0.0 0.0 0.124
H 1.429963 -5.543282 -0.407340 0.0 0.0 0.0 0.123
H -3.715264 -4.500457 -1.745004 0.0 0.0 0.0 0.126
H -4.972864 -2.233338 -2.310200 0.0 0.0 0.0 0.121
H -0.847683 -6.091122 0.869647 0.0 0.0 0.0 0.130
H -1.238486 -8.474843 0.389117 0.0 0.0 0.0 0.115
H -1.957556 -7.540063 -3.723542 0.0 0.0 0.0 0.115
H -1.583500 -5.148597 -3.242248 0.0 0.0 0.0 0.129
H 2.946251 0.335055 3.733418 0.0 0.0 0.0 0.127
H 1.042883 2.167152 4.057176 0.0 0.0 0.0 0.124
N 2.685022 -0.636560 -0.963752 0.1 0.0 -0.1 0.083
C 3.807543 -0.494606 -1.235659 -0.2 0.2 0.1 -0.209
C 5.121838 -0.175347 -1.517431 0.1 0.0 -0.1 -0.284
C 6.133764 -1.158741 -1.498855 0.2 -0.1 0.0 -0.247
N 6.964183 -1.959639 -1.475721 -0.1 0.0 0.1 0.137
C 5.386546 1.185332 -1.789782 0.0 0.2 -0.1 -0.218
N 5.513942 2.315318 -1.995700 0.1 -0.2 0.0 0.147
N -1.043336 6.061218 0.086999 -0.1 0.0 0.1 0.186
C 0.271401 5.870110 0.381011 0.0 0.0 -0.1 -0.521
O 0.855788 6.516129 1.227574 0.0 0.0 0.0 0.069
C 0.953308 4.767013 -0.371625 0.0 -0.1 0.1 -0.129
C 2.287855 4.895219 -0.745501 0.0 -0.1 0.0 0.025
C 2.905327 3.832968 -1.380648 0.0 0.2 0.0 -0.026
C 2.186061 2.660455 -1.560729 0.0 -0.1 0.1 -0.128
N 0.923226 2.503506 -1.157887 -0.1 0.0 0.0 0.014
C 0.318981 3.554349 -0.603564 0.2 0.1 -0.1 -0.109
H -1.510934 6.829104 0.540846 0.0 0.0 0.0 0.118
H -1.472092 5.665137 -0.729216 0.1 0.0 -0.1 0.100
H 2.820848 5.813410 -0.535194 0.0 0.0 0.0 0.131
H 3.933840 3.885552 -1.711896 -0.1 0.0 0.0 0.073
H 2.647092 1.795239 -2.023073 0.0 0.1 0.0 0.085
H -0.712517 3.415378 -0.307564 -0.1 0.0 0.0 0.094


55
Properties=species:S:1:pos:R:3:forces:R:3:lowdin_charge:R:1 method="wB97M-V/def2-TZVPD" multiplicity=1 de_lowest_kcal_mol=0.0 fmax_ev_per_a=2.7
C -2.544899 -0.279184 -0.868264 -0.8 -1.4 -0.7 -0.321
C -2.789959 0.831657 -1.884918 -0.5 -0.5 -0.3 -0.088
C -2.238018 0.161349 0.536961 0.0 -0.5 1.2 -0.517
S -0.447916 0.310822 0.937575 0.0 0.1 -0.9 0.509
S -0.353273 0.183470 2.946320 0.2 1.4 0.8 0.513
C 0.532021 -1.338543 3.572081 -2.1 1.3 -1.1 -0.525
C 1.569049 -1.803728 2.581284 -0.3 0.4 0.5 -0.191
H -3.421400 -0.953897 -0.881026 -0.4 0.8 0.6 0.114
H -1.940389 -1.086873 -1.308837 1.0 0.7 0.4 0.079
H -3.177245 1.754353 -1.469358 0.0 0.1 0.4 0.076
H -1.914286 1.082430 -2.466788 0.2 0.0 -0.2 0.034
H -3.569005 0.457241 -2.556775 0.3 0.3 -0.3 0.080
H -2.569316 -0.487192 1.347513 -0.2 -0.6 -0.4 0.057
H -2.816149 1.054182 0.773373 0.6 0.4 -0.2 0.056
H -0.415708 -1.864269 3.700941 0.9 -1.4 0.1 0.040
H 0.831770 -0.950145 4.545927 0.5 -0.3 -0.1 0.062
H 1.114492 -1.943467 1.605185 -0.2 -0.7 0.1 0.032
H 2.258642 -0.991865 2.346149 0.4 -0.1 0.6 0.052
H 2.044729 -2.679141 3.018573 0.4 -0.1 -0.6 0.070
H 3.217367 -0.410352 -0.911712 0.0 -0.2 0.2 0.028
H 2.116134 -0.435943 -1.978030 0.4 -0.4 0.0 0.020
O 2.888962 -0.950187 -1.643844 -0.2 0.7 0.1 -0.070
H 3.877128 1.069013 1.414343 0.5 -0.3 -0.4 0.063
H 2.481850 1.311061 1.234543 -1.6 0.4 -0.1 -0.001
O 3.181981 0.875040 0.772376 1.1 0.0 0.3 -0.042
H -0.566638 -2.672464 -2.714000 -0.4 0.1 0.0 0.013
H 0.391567 -3.199105 -3.699626 0.4 0.2 -0.2 0.052
O -0.176017 -2.431672 -3.566366 -0.5 -0.5 0.3 -0.051
H 0.148471 -0.632968 -3.121696 0.3 -0.5 -0.2 0.043
H 1.370174 -0.225253 -3.949502 0.1 -0.1 -0.4 0.089
O 0.910487 -0.036401 -3.133302 -0.4 0.7 0.4 -0.045
H 1.977080 3.271589 -0.344288 1.4 0.3 0.2 0.026
H 0.743538 2.878032 -1.027801 -0.5 0.1 0.4 -0.006
O 1.067354 3.157930 -0.133528 -0.5 -0.2 0.0 -0.099
H -1.952791 3.156156 3.088813 0.4 0.5 0.1 0.018
H -2.739043 3.414553 1.731992 0.2 0.4 0.4 0.032
O -2.411004 2.761633 2.354791 -0.8 -1.0 -0.6 -0.076
H 2.247507 -2.474691 -1.702181 -0.2 -0.5 -0.1 -0.002
H 2.846926 -3.848791 -1.722620 -0.2 -0.3 -0.1 0.041
O 1.988441 -3.427892 -1.843510 0.2 0.4 0.3 -0.090
H 0.459532 -4.620490 1.221284 0.5 -0.2 -0.1 0.031
H 0.478692 -4.423097 2.755412 0.3 0.0 0.1 0.033
O -0.081111 -4.418765 1.980702 -0.8 0.1 0.0 -0.040
H -1.291086 -3.581408 0.131795 -0.1 0.1 0.0 0.031
H -0.154729 -3.582783 -0.874995 0.1 0.0 -0.1 0.009
O -1.121638 -3.546870 -0.818337 0.4 0.0 0.0 -0.054
H -0.560530 5.224094 -0.152845 0.2 -0.1 -0.1 0.035
H -0.992815 3.897335 0.429887 0.2 -0.2 0.0 -0.014
O -1.317717 4.638055 -0.090925 -0.6 0.2 0.1 -0.063
H 0.357906 1.565909 -2.615541 0.5 0.3 -0.3 0.015
H -0.689486 2.635626 -2.710441 0.0 0.5 0.1 0.049
O 0.254491 2.540183 -2.545533 -0.4 -0.7 -0.3 -0.052
H 0.584161 3.071007 2.115787 -0.1 0.3 -0.7 -0.021
H 0.048725 4.455610 2.706884 0.3 0.0 -0.6 0.041
O 0.262988 3.539106 2.886094 0.0 -0.1 1.3 -0.076